1.
Formula: C34H33FO3PRuS
Source: the Open Molecules 2025 dataset
Level of theory: the ωB97M-V functional and the def2-TZVPD basis

CARTESIAN COORDINATES (ANGSTROEM)
Ru 0.984 0.490 -0.134
C 2.874 -0.952 0.540
C 3.381 0.135 1.320
C 2.431 0.453 2.298
C 1.332 -0.442 2.164
C 1.626 -1.350 1.098
C 1.024 -2.706 0.868
C 0.186 -0.511 3.121
C 2.590 1.438 3.414
C 4.707 0.796 1.161
C 3.647 -1.797 -0.430
H 1.700 -3.472 1.261
H 0.873 -2.916 -0.190
H 0.067 -2.811 1.376
H 0.560 -0.531 4.147
H -0.424 -1.398 2.954
H -0.459 0.364 3.019
H 1.692 2.043 3.553
H 3.430 2.107 3.232
H 2.775 0.907 4.353
H 5.182 0.932 2.133
H 4.596 1.780 0.698
H 5.371 0.199 0.538
H 4.035 -2.683 0.084
H 4.491 -1.256 -0.854
H 3.018 -2.140 -1.251
O -0.236 1.236 -2.034
S -0.867 2.439 -1.411
O -0.653 3.665 -2.119
O -0.582 2.447 0.031
C -2.580 1.981 -1.505
C -3.544 2.806 -2.046
C -4.858 2.361 -2.093
C -5.176 1.109 -1.587
C -4.198 0.289 -1.042
C -2.872 0.710 -1.011
P -1.505 -0.346 -0.367
C -1.378 -1.587 -1.743
C -0.154 -1.870 -2.352
C -0.052 -2.835 -3.343
C -1.178 -3.531 -3.753
C -2.405 -3.245 -3.179
C -2.502 -2.281 -2.188
C -2.429 -1.298 0.897
C -2.478 -2.687 0.972
C -3.079 -3.306 2.060
C -3.629 -2.552 3.085
C -3.573 -1.165 3.027
C -2.972 -0.547 1.945
H -3.243 3.773 -2.428
H -5.628 2.990 -2.517
H -6.201 0.761 -1.624
H -4.474 -0.678 -0.643
H 0.727 -1.314 -2.064
H 0.906 -3.037 -3.804
H -1.104 -4.285 -4.527
H -3.291 -3.775 -3.506
H -3.473 -2.063 -1.761
H -2.058 -3.285 0.174
H -3.112 -4.388 2.107
H -4.097 -3.042 3.929
H -3.986 -0.568 3.829
H -2.913 0.536 1.893
F 4.409 5.578 -1.454
C 3.641 4.508 -1.145
C 3.366 4.250 0.183
C 2.594 3.138 0.494
C 2.131 2.299 -0.506
C 2.396 2.600 -1.836
C 3.159 3.715 -2.165
H 3.746 4.908 0.953
H 2.345 2.947 1.530
H 1.996 1.994 -2.637
H 3.374 3.970 -3.194

Calculated values
⟨S²⟩: 0.8049
Multiplicity: 2
HOMO energy (alpha / beta) in eV: -6.93 / -7.89
LUMO level (alpha / beta) in eV: -0.79 / -0.51
Gap between HOMO and LUMO (alpha / beta) in eV: 6.1 / 7.4
Total charge: 0


2.
Formula: C41H43CaN8O5P2S
Source: the Open Molecules 2025 dataset
Level of theory: the ωB97M-V functional and the def2-TZVPD basis

CARTESIAN COORDINATES (ANGSTROEM)
Ca -1.555 -1.008 0.596
C -2.396 -5.672 -3.061
N -2.060 -4.411 -2.527
C -1.933 -3.339 -3.364
C -1.790 -2.240 -2.551
N -1.811 -2.645 -1.228
C -1.989 -3.969 -1.242
P -2.316 -5.011 0.170
C -3.748 -3.967 0.656
N -3.788 -2.662 0.954
C -5.179 -2.448 1.130
C -5.908 -3.596 1.029
N -4.989 -4.541 0.583
C -5.346 -5.842 0.047
C -1.098 -4.422 1.350
N -0.481 -3.207 1.314
C 0.519 -3.270 2.235
C 0.509 -4.492 2.806
N -0.516 -5.216 2.257
C -0.833 -6.590 2.726
H -3.497 -5.688 -3.257
H -2.132 -6.478 -2.348
H -1.856 -5.800 -3.978
H -2.067 -3.378 -4.452
H -1.716 -1.157 -2.828
H -5.484 -1.452 1.440
H -6.986 -3.742 1.070
H -6.194 -6.136 0.666
H -4.574 -6.577 0.021
H -5.748 -5.730 -0.945
H 1.233 -2.534 2.301
H 1.122 -4.949 3.581
H -1.660 -6.569 3.451
H 0.069 -7.012 3.194
H -1.177 -7.236 1.957
O -2.431 -2.313 3.677
N -2.113 -0.990 3.488
C -2.161 -0.340 4.578
C -1.900 1.088 4.765
C -2.513 1.631 5.906
C -2.364 2.973 6.133
C -1.649 3.773 5.235
C -0.929 3.225 4.179
C -1.092 1.887 3.859
P -0.304 1.246 2.335
C 0.897 0.046 3.018
C 1.117 -0.313 4.319
C 2.275 -1.002 4.621
C 3.251 -1.236 3.693
C 3.062 -0.848 2.386
C 1.868 -0.225 2.020
C 0.861 2.637 1.990
C 1.984 2.982 2.702
C 2.714 4.088 2.384
C 2.288 4.924 1.312
C 1.193 4.536 0.486
C 0.510 3.410 0.803
H -2.602 -2.696 2.817
H -2.600 -0.831 5.421
H -2.998 0.915 6.596
H -2.666 3.560 6.987
H -1.600 4.850 5.370
H -0.391 3.942 3.588
H 0.345 -0.209 5.042
H 2.435 -1.360 5.608
H 4.204 -1.675 4.038
H 3.859 -0.998 1.641
H 1.814 0.169 1.023
H 2.180 2.347 3.640
H 3.481 4.355 3.066
H 2.831 5.851 1.160
H 1.090 5.023 -0.528
H -0.378 3.047 0.265
C 6.201 5.351 -7.958
C 5.008 4.977 -7.086
C 4.732 5.660 -5.885
C 3.781 5.172 -4.975
C 3.005 4.097 -5.388
C 3.230 3.473 -6.636
C 4.218 3.878 -7.485
S 1.594 3.650 -4.396
O 0.554 3.285 -5.322
O 1.234 4.676 -3.481
N 2.094 2.263 -3.541
C 1.268 2.005 -2.310
C -0.193 1.644 -2.573
C -0.692 0.750 -1.356
O 0.096 -0.045 -0.761
O -1.835 0.901 -0.878
H 5.877 5.612 -8.932
H 6.883 4.500 -8.080
H 6.823 6.176 -7.612
H 5.387 6.512 -5.564
H 3.667 5.612 -3.978
H 2.548 2.709 -6.971
H 4.421 3.400 -8.425
H 1.861 1.480 -4.205
H 1.417 2.916 -1.750
H 1.795 1.173 -1.815
H -0.315 1.165 -3.512
H -0.856 2.524 -2.506

Calculated values
Energy above the lowest of the compared OMol25 structures with the same formula, charge and spin in kcal/mol: 48.3
HOMO energy in eV: -10.46
LUMO level in eV: -2.06
Gap between HOMO and LUMO in eV: 8.4
Total charge: +1


3.
Formula: C3H3BBrNO2S
Source: the Open Molecules 2025 dataset
Level of theory: the ωB97M-V functional and the def2-TZVPD basis

CARTESIAN COORDINATES (ANGSTROEM)
B 1.945 -0.250 -0.115
C -1.863 1.341 0.090
C 0.825 0.758 -0.153
C -1.967 -0.127 -0.051
N -1.222 -1.082 -0.088
O 1.618 -1.601 0.021
O 3.202 0.101 -0.208
S -0.314 1.909 -0.112
Br -3.982 -0.473 0.008
H -2.770 1.812 0.383
H 0.658 -1.778 0.145
H 3.869 -0.611 0.080

Calculated values
Energy above the lowest of the compared OMol25 structures with the same formula, charge and spin in kcal/mol: 68.5
HOMO energy (alpha / beta) in eV: -8.89 / -9.01
LUMO level (alpha / beta) in eV: -2.87 / -2.86
Gap between HOMO and LUMO (alpha / beta) in eV: 6.0 / 6.1
Total charge: 0